i) This record from the OMol25 dataset describes 2 unconnected molecules or ions with the total composition C6H16NS. The level of theory is ωB97M-V/def2-TZVPD.

Last column: natural (NBO) charge in e.
Positions of all 24 atoms, in Å:
C  2.2856  -1.7048  1.6500  -0.740
C  0.3134  0.4797  -1.6670  -0.399
C  -2.1180  0.0410  -0.9060  -0.416
C  -0.9981  2.1251  -0.6670  -0.425
C  1.1790  -2.1488  0.8152  -0.235
C  -0.1964  0.3460  0.6594  -0.270
N  -0.7505  0.7180  -0.6388  -0.286
S  1.1076  1.2886  1.3555  0.100
H  3.1146  -2.1556  1.1453  0.256
H  2.3607  -1.7707  2.7855  0.249
H  2.5173  -0.6075  1.4746  0.237
H  1.2295  0.9902  -1.2266  0.238
H  0.4307  -0.6038  -1.8384  0.243
H  0.0270  0.9568  -2.6001  0.228
H  -3.0152  0.5561  -0.3106  0.259
H  -2.2720  -0.0911  -1.9376  0.238
H  -2.1332  -0.9983  -0.3762  0.252
H  -1.8316  2.2668  0.0730  0.233
H  -0.1706  2.8437  -0.5274  0.255
H  -1.3343  2.3266  -1.6735  0.221
H  0.3223  -2.7043  1.2805  0.200
H  1.3101  -2.3082  -0.2809  0.192
H  -0.8657  0.0387  1.3697  0.202
H  0.8716  0.8355  2.5720  0.167

Net charge ... +1
HOMO level (spin up / spin down) ... -11.4 / -11.8 eV
Orbital gap (spin up / spin down) ... 7.43 / 8.85 eV



ii) This record from the OMol25 dataset describes a gas-phase ion, C6H16NS (charge +1). The level of theory is ωB97M-V/def2-TZVPD.

Last column: natural (NBO) charge in e.
Positions of all 24 atoms, in Å:
C  1.3472  -0.3814  2.9208  -0.600
C  -0.6475  1.1562  -2.8366  -0.663
C  -1.2886  0.9865  2.1101  -0.639
C  0.6087  -0.8986  1.7296  -0.452
C  -0.7813  -0.1126  -2.1022  -0.282
C  -0.3705  0.0300  1.2473  -0.295
N  0.1900  -1.1424  -2.5935  -0.723
S  -0.2642  0.6707  -0.2146  0.614
H  1.5072  0.7028  2.9526  0.209
H  0.9224  -0.6329  3.8407  0.222
H  2.3177  -0.8025  2.9126  0.227
H  -1.2805  1.1731  -3.7128  0.247
H  0.4432  1.2967  -3.0076  0.202
H  -0.8234  1.9783  -2.1914  0.249
H  -0.4939  1.5208  2.7124  0.231
H  -2.0073  1.6264  1.5859  0.246
H  -1.6869  0.3037  2.8625  0.236
H  0.4499  -1.9232  1.9311  0.234
H  1.2405  -0.9169  0.8919  0.186
H  -1.7472  -0.5744  -2.1823  0.213
H  0.6427  -1.7061  -1.7809  0.445
H  0.9137  -0.6043  -3.1692  0.448
H  -0.2479  -1.8216  -3.2909  0.453
H  1.0561  0.0718  -0.6155  -0.010

Net charge ... +1
HOMO level ... -11.1 eV
Orbital gap ... 7.57 eV



Quick one: least stable of them? i)



i) This record from the OMol25 dataset describes a single C3H11N3O2 molecule. The level of theory is ωB97M-V/def2-TZVPD.

Last column: natural (NBO) charge in e.
Positions of all 19 atoms, in Å:
C  -0.7122  -1.3002  0.1959  -0.658
C  0.4152  -0.3819  -0.3100  0.226
C  1.7501  -0.8141  0.3225  -0.621
N  0.5731  -0.5371  -1.7555  -0.832
N  0.1706  1.0515  -0.0454  0.081
O  0.0562  1.2321  1.3985  -0.608
O  -1.0614  1.4074  -0.7361  -0.311
N  -2.0735  1.9359  0.1505  -0.504
H  -1.6828  -1.0448  -0.2435  0.227
H  -0.5105  -2.3483  -0.0562  0.210
H  -0.8133  -1.2451  1.2859  0.215
H  1.7272  -0.7373  1.4155  0.213
H  2.5847  -0.1986  -0.0357  0.226
H  1.9851  -1.8579  0.0788  0.217
H  -0.2691  -0.1697  -2.1931  0.371
H  0.6058  -1.5266  -1.9891  0.358
H  0.8314  1.8022  1.5595  0.496
H  -1.9998  2.9246  -0.0734  0.333
H  -1.5769  1.8077  1.0311  0.361

SMILES ... CC(C)(N)N(O)ON
HOMO level ... -8.7 eV
Orbital gap ... 9.35 eV



ii) This record from the OMol25 dataset describes 3 unconnected molecules or ions with the total composition C3H11N3O2. The level of theory is ωB97M-V/def2-TZVPD.

Last column: natural (NBO) charge in e.
Positions of all 19 atoms, in Å:
C  1.3963  -0.0678  -1.3163  0.098
C  -1.5214  0.1412  0.3509  -0.202
C  -1.5923  -1.3499  0.5691  -0.633
O  1.1518  -1.4018  -1.6682  -0.737
O  2.5774  0.0565  -0.5655  -0.765
H  0.9390  -1.8769  -0.8451  0.457
H  3.3403  -0.3074  -1.0428  0.457
H  1.5074  0.4376  -2.2808  0.141
H  -1.3612  0.4175  -0.6890  0.220
H  -2.3173  0.6795  0.8704  0.211
H  -0.7251  -1.8528  0.1396  0.205
H  -1.5715  -1.5939  1.6346  0.214
H  -2.4933  -1.7613  0.1074  0.238
N  -0.1217  0.6800  1.1419  -0.492
N  0.0023  1.9835  1.4775  0.018
N  0.0597  2.8535  0.6055  -0.340
H  0.7791  0.3706  -0.0837  0.233
H  0.0875  0.0914  1.9414  0.386
H  -0.1370  2.5005  -0.3468  0.290

HOMO level ... -8.3 eV
Orbital gap ... 8.96 eV



Quick one: least stable of them? ii)